Record 1
Entry from the Open Molecules 2025 dataset: a 2-piece molecular cluster, C27H38Br2F4N6O6 overall at a distorted geometry (ωB97M-V with the def2-TZVPD basis set).

Cartesian coordinates (Å):
H1 2.8523 -6.5450 1.2262
N1 2.3109 -6.3630 2.0648
C1 1.1407 -6.8155 1.9058
N2 0.1714 -6.6806 2.9000
N3 0.7265 -7.4908 0.7043
C2 -0.3947 -6.8024 0.0031
C3 0.0425 -6.2571 -1.3475
C4 0.7003 -4.8741 -1.3468
C5 -0.0155 -3.8182 -0.4615
C6 0.5361 -2.4602 -0.8136
C7 -0.1611 -1.7641 -1.8095
C8 0.3137 -0.5406 -2.2297
C9 1.4816 -0.0118 -1.7044
C10 2.2109 -0.6683 -0.7122
C11 3.5094 -0.0539 -0.2227
C12 3.5270 0.4306 1.2379
C13 4.1382 1.8104 1.4404
F1 4.4843 1.8824 2.7646
Br1 2.8277 3.1882 1.1209
C14 5.4273 2.0495 0.6165
F2 5.1633 2.4830 -0.6159
F3 6.1490 0.9245 0.5581
Br2 6.5531 3.4330 1.4625
C15 1.6934 -1.9049 -0.2370
C16 2.4023 -2.6288 0.8917
C17 1.8801 -2.1400 2.2711
C18 0.8061 -3.0163 2.9162
C19 0.4321 -2.4286 4.2813
N4 -0.3862 -1.2187 4.0742
C20 1.7167 1.2942 -2.4100
O1 2.7190 1.8417 -2.6946
N5 0.3612 1.7146 -2.8562
C21 -0.3297 2.3216 -1.8074
O2 0.1709 3.1671 -1.1164
N6 -1.6304 1.8579 -1.5614
C22 -2.2587 2.5854 -0.5244
O3 -2.3919 2.2007 0.5650
F4 -2.7258 3.7600 -0.9001
C23 -0.2251 0.4183 -3.2381
O4 -0.9058 0.2300 -4.1873
H2 -0.2930 -7.5613 3.0790
H3 0.6056 -6.3455 3.7505
H4 0.3821 -8.3961 1.0062
H5 -0.8661 -6.0676 0.6504
H6 -1.1551 -7.5568 -0.1884
H7 -0.8021 -6.2731 -2.0330
H8 0.7809 -6.9598 -1.7268
H9 0.6568 -4.4790 -2.3596
H10 1.7438 -4.9355 -1.0511
H11 0.1425 -4.0902 0.5718
H12 -1.0718 -3.8567 -0.7088
H13 -1.0625 -2.1669 -2.2494
H14 4.3031 -0.7770 -0.3914
H15 3.7296 0.7675 -0.8914
H16 4.1489 -0.2453 1.8188
H17 2.5449 0.4511 1.6800
H18 3.4669 -2.4243 0.8203
H19 2.2508 -3.6924 0.7557
H20 2.6928 -2.0412 2.9883
H21 1.4057 -1.1806 2.1121
H22 -0.0982 -2.8965 2.3288
H23 1.1185 -4.0523 2.9876
H24 1.3273 -2.1803 4.8517
H25 -0.1807 -3.1512 4.8104
H26 0.1779 -0.3836 4.0754
H27 -1.1238 -1.1461 4.7560
H28 -2.2080 1.7978 -2.3971
C24 -5.2624 9.2016 -0.4113
O5 -6.0905 8.2938 -1.1165
C25 -5.9983 8.4240 -2.5257
C26 -5.0837 7.3829 -3.1349
O6 -3.7390 7.5459 -2.7191
C27 -3.3609 6.6660 -1.6713
H29 -5.1822 8.8461 0.6148
H30 -4.2616 9.2583 -0.8437
H31 -5.7116 10.2008 -0.4032
H32 -5.6642 9.4297 -2.7988
H33 -7.0062 8.2828 -2.9287
H34 -5.1008 7.4973 -4.2234
H35 -5.4415 6.3763 -2.8958
H36 -3.1720 5.6695 -2.0695
H37 -4.1251 6.6087 -0.8932
H38 -2.4405 7.0493 -1.2335

Values from the calculation:
E_LUMO = -0.27 eV
total charge = 0
SMILES string = [H]/N=C(/N)NCCCCc1cc2c(c(CC[C@](F)(Br)C(F)(F)Br)c1CCCCN)C(=O)N(C(=O)NC(=O)F)C2=O.COCCOC
Kohn-Sham gap = 8.82 eV
energy = -200795.2155 eV



Record 2
Entry from the Open Molecules 2025 dataset: a 2-piece molecular cluster, C27H39 overall at a distorted geometry (ωB97M-V with the def2-TZVPD basis set).

Cartesian coordinates (Å):
C1 -2.5400 3.6991 -1.5718
C2 -2.2683 2.4314 -2.3412
C3 -3.2183 1.5176 -2.6298
C4 -3.1482 0.6149 -3.8221
C5 -4.5053 1.4358 -1.8547
H1 -1.7723 4.4483 -1.8190
H2 -3.5290 4.1394 -1.7841
H3 -2.4799 3.6224 -0.4823
H4 -1.2741 2.3826 -2.8052
H5 -3.9536 -0.1242 -3.7617
H6 -3.3122 1.1927 -4.7415
H7 -2.2162 0.0631 -3.9355
H8 -5.0750 0.5511 -2.1665
H9 -4.3708 1.3496 -0.7725
H10 -5.1250 2.3182 -2.0598
C6 2.5898 -1.0540 5.9650
C7 1.7404 -0.6156 4.8160
C8 0.9404 -1.5439 4.1532
C9 0.1038 -1.1632 3.1034
C10 -0.7117 -2.3023 2.5615
C11 0.0573 0.1817 2.6721
C12 -0.8946 0.6527 1.5521
C13 -2.3757 0.4998 1.9846
C14 -0.6505 -0.0388 0.1843
C15 0.6299 0.2310 -0.4883
C16 1.2700 -0.5631 -1.4674
C17 2.6898 -0.3714 -1.7128
C18 3.5030 0.5191 -0.8163
C19 3.3631 -1.0431 -2.7266
C20 2.7018 -1.9654 -3.5518
C21 3.4275 -2.6410 -4.6792
C22 1.3553 -2.2283 -3.2947
C23 0.6401 -1.5663 -2.2957
C24 -0.7734 -2.0191 -2.1079
C25 0.8876 1.1077 3.3427
C26 0.8973 2.5666 2.9774
C27 1.7090 0.7046 4.3862
H11 3.1524 -0.2101 6.3778
H12 1.9863 -1.4818 6.7748
H13 3.3094 -1.8237 5.6650
H14 0.9564 -2.5894 4.4598
H15 -1.4834 -2.0271 1.8362
H16 -0.0428 -3.0493 2.0984
H17 -1.2103 -2.8238 3.3991
H18 -0.7243 1.7333 1.4149
H19 -2.5579 1.0674 2.9097
H20 -3.0569 0.8768 1.2052
H21 -2.6170 -0.5604 2.1815
H22 -0.7114 -1.1346 0.3103
H23 -1.5073 0.2367 -0.4812
H24 1.1971 1.0810 -0.0796
H25 4.5530 0.5267 -1.1571
H26 3.1388 1.5509 -0.8209
H27 3.4967 0.1441 0.2159
H28 4.4429 -0.8766 -2.8574
H29 2.7562 -3.3142 -5.2098
H30 3.7946 -1.8966 -5.3888
H31 4.2910 -3.2139 -4.3330
H32 0.8606 -3.0069 -3.8878
H33 -1.0678 -2.6740 -2.9488
H34 -0.8684 -2.6377 -1.1984
H35 -1.4912 -1.1914 -2.0668
H36 1.5956 3.0959 3.6436
H37 1.2448 2.7245 1.9459
H38 -0.0900 3.0380 3.0975
H39 2.3409 1.4467 4.8843

Values from the calculation:
E_LUMO = -5.38 eV
total charge = +1
Kohn-Sham gap = 5.69 eV
energy = -28624.5801 eV
energy above the lowest of the compared OMol25 structures with the same formula, charge and spin = 0.407 eV



Record 3
Entry from the Open Molecules 2025 dataset: C27H39BClMoN8Si as an isolated structure at a distorted geometry (ωB97M-V with the def2-TZVPD basis set).

Cartesian coordinates (Å):
Mo1 0.7518 -0.0640 0.5850
C1 0.7837 -3.6115 3.1220
C2 0.2142 -2.8145 2.1520
N1 0.7649 -1.6129 2.1808
N2 1.7227 -1.6328 3.1347
C3 1.7443 -2.8123 3.7563
B1 2.4875 -0.3200 3.4241
N3 1.3900 0.8164 3.5964
C4 1.0537 1.5757 4.6708
C5 -0.1251 2.2157 4.4767
C6 -0.5441 1.6893 3.2385
N4 0.3803 0.8810 2.6677
N5 3.3028 0.1673 2.2754
C7 4.6722 0.3749 2.3660
C8 5.0534 1.0587 1.2515
C9 3.8518 1.3721 0.6084
N6 2.7735 0.8538 1.2736
H1 0.5768 -4.5928 3.4522
H2 -0.5627 -3.1083 1.4312
H3 2.3655 -3.0712 4.6093
H4 3.0651 -0.4631 4.5523
H5 1.7188 1.6245 5.5071
H6 -0.6043 2.9182 5.1667
H7 -1.4737 1.9971 2.8233
H8 5.2356 -0.0378 3.1917
H9 6.0537 1.4388 0.9410
H10 3.6930 1.8766 -0.3473
N7 -0.0450 2.0137 0.3331
C10 0.1985 2.6886 -0.9673
C11 -0.3486 3.8903 -1.1274
C12 -0.2182 4.5369 -2.4187
C13 0.5417 3.9694 -3.3773
C14 1.2842 2.7460 -3.1466
C15 2.2366 2.1127 -3.9826
C16 2.8697 1.0085 -3.5033
C17 2.4381 0.3684 -2.3599
N8 1.4873 0.8113 -1.6000
C18 0.9970 2.0820 -1.9270
H11 0.5570 2.4783 1.0072
H12 -1.0416 2.0570 0.6722
H13 -1.0484 4.2981 -0.4154
H14 -0.6663 5.5324 -2.5685
H15 0.6299 4.3478 -4.3730
H16 2.5320 2.5746 -4.9670
H17 3.6407 0.6243 -4.1246
H18 2.9150 -0.6097 -2.1848
Cl1 2.0922 -1.7607 -0.2577
C19 -1.9152 0.6581 -2.0768
Si1 -1.5020 -0.6943 -0.8283
C20 -3.0947 -0.7571 0.1941
C21 -3.2360 -2.0465 1.0297
C22 -3.1402 0.4012 1.2133
C23 -4.2927 -0.6669 -0.7748
C24 -1.2743 -2.2263 -1.9710
C25 -2.4709 -2.6197 -2.8725
C26 -0.8073 -3.4564 -1.2258
C27 -0.1588 -1.8433 -2.9790
H19 -2.6909 0.3686 -2.7406
H20 -1.1014 0.8928 -2.7277
H21 -2.1152 1.5942 -1.5037
H22 -2.3436 -2.3626 1.5729
H23 -3.6532 -2.9287 0.4460
H24 -4.0437 -1.8387 1.7155
H25 -2.4116 0.1793 2.0278
H26 -4.1554 0.3852 1.6755
H27 -3.1026 1.3230 0.6475
H28 -4.1932 -1.4380 -1.5274
H29 -4.3033 0.3074 -1.3106
H30 -5.2879 -0.8430 -0.3299
H31 -3.0201 -3.4464 -2.4305
H32 -2.1516 -3.0516 -3.8526
H33 -3.1547 -1.7707 -3.1843
H34 -1.6187 -3.7639 -0.5856
H35 0.0785 -3.1575 -0.5444
H36 -0.6388 -4.2802 -1.9336
H37 -0.5344 -1.1076 -3.7397
H38 0.1308 -2.7303 -3.5929
H39 0.8058 -1.5691 -2.6097

Values from the calculation:
E_LUMO (alpha / beta) = -3.36 / -3.69 eV
spin multiplicity = 3
total charge = +1
Kohn-Sham gap (alpha / beta) = 7.57 / 7.11 eV
energy = -63481.5284 eV
⟨S²⟩ = 2.019
energy above the lowest of the compared OMol25 structures with the same formula, charge and spin = 0.529 eV



Record 4
Entry from the Open Molecules 2025 dataset: C27H39CuN3O4SSe2 as an isolated structure at a distorted geometry (ωB97M-V with the def2-TZVPD basis set).

Cartesian coordinates (Å):
Cu1 0.1461 -0.4404 -0.7022
C1 -5.6215 2.0518 6.1603
Se1 -5.9670 0.3686 5.2673
C2 -4.4400 0.4089 3.9161
C3 -4.5541 1.5887 2.9794
Se2 -2.9257 2.6923 2.5167
C4 -2.0024 2.9615 4.2078
H1 -5.7114 1.7704 7.2049
H2 -6.5155 2.7190 5.9099
H3 -4.6559 2.5289 5.9159
H4 -4.4517 -0.5428 3.4363
H5 -3.6126 0.5837 4.5392
H6 -5.2299 2.2925 3.4126
H7 -4.8357 1.3194 1.9157
H8 -1.7193 2.0233 4.5827
H9 -2.5611 3.5516 4.9055
H10 -1.0629 3.4022 3.8569
N1 0.0192 -2.3950 0.6504
C5 0.7563 -2.3158 1.8740
C6 0.3293 -1.4515 2.9198
C7 1.0534 -1.4820 4.1039
C8 2.2543 -2.2573 4.2268
C9 2.6958 -2.9399 3.1064
C10 2.0540 -2.8352 1.8754
S1 3.1943 -2.2497 5.7606
O1 3.9889 -3.4580 5.8212
O2 1.9697 -2.1900 6.6002
O3 3.9001 -0.9456 5.7028
H11 -0.9934 -2.4505 0.7437
H12 0.3767 -3.1273 0.0731
H13 -0.4719 -0.7728 2.7302
H14 0.6254 -0.9272 4.9335
H15 3.6102 -3.5340 3.1641
H16 2.5758 -3.2115 0.9752
C11 -0.3836 -1.1331 -5.7308
C12 0.8835 -0.9996 -4.9496
C13 2.1816 -1.1954 -5.4964
C14 3.3086 -1.2034 -4.6862
C15 4.6352 -1.5402 -5.3004
C16 3.2024 -0.8949 -3.3529
C17 1.9474 -0.6266 -2.7559
C18 0.7910 -0.7515 -3.5714
N2 1.8467 -0.1752 -1.5081
C19 2.5649 1.1262 -1.1001
C20 4.0172 0.7546 -0.6338
C21 1.8032 1.7447 0.0417
C22 2.6128 2.1713 -2.2946
H17 -1.0327 -0.1965 -5.7347
H18 -1.0300 -1.9558 -5.3259
H19 -0.0819 -1.3864 -6.7891
H20 2.3170 -1.4072 -6.5787
H21 5.4377 -1.2182 -4.6254
H22 4.7456 -1.0348 -6.2521
H23 4.8071 -2.6220 -5.4914
H24 4.0757 -1.0106 -2.7367
H25 -0.2133 -0.5846 -3.1154
H26 4.3676 1.5890 -0.0119
H27 4.6341 0.5452 -1.4837
H28 4.0186 -0.1462 -0.0688
H29 1.7596 1.0255 0.8401
H30 0.7624 2.0593 -0.2318
H31 2.1548 2.7264 0.3805
H32 3.3470 1.8237 -2.9932
H33 2.9454 3.2001 -1.9417
H34 1.6047 2.1343 -2.7643
O4 -1.7437 -0.7794 -0.6051
N3 -2.3995 0.0106 -1.4933
C23 -3.1029 -0.6893 -2.4409
C24 -3.7326 0.0870 -3.4621
C25 -3.6231 1.5077 -3.4534
C26 -2.9644 2.1284 -2.4022
C27 -2.3589 1.3961 -1.3855
H35 -3.0992 -1.7510 -2.3768
H36 -4.2934 -0.4823 -4.2220
H37 -4.0441 2.0757 -4.2756
H38 -2.9751 3.2169 -2.3893
H39 -1.9109 1.7248 -0.5179

Values from the calculation:
E_LUMO = 0.90 eV
total charge = -1
Kohn-Sham gap = 5.18 eV
energy = -227456.8712 eV
energy above the lowest of the compared OMol25 structures with the same formula, charge and spin = 0.886 eV



Record 5
Entry from the Open Molecules 2025 dataset: a 2-piece molecular cluster, C27H39F2Si overall at a distorted geometry (ωB97M-V with the def2-TZVPD basis set).

Cartesian coordinates (Å):
C1 0.9666 -1.3074 6.5311
C2 1.5346 -2.3248 5.5520
C3 0.8880 -2.2250 4.1663
C4 1.4653 -3.1939 3.1424
C5 0.8216 -3.0970 1.7435
C6 1.0223 -1.7730 0.9945
Si1 0.1455 -1.5367 -0.6576
C7 -1.6466 -2.0297 -0.3738
C8 -2.3483 -1.1236 0.6293
C9 -3.8211 -1.4738 0.8545
C10 -4.5059 -0.4871 1.7976
C11 -5.9933 -0.7585 2.0266
C12 -6.6263 0.2845 2.9417
H1 0.4268 -0.1852 -1.5091
H2 1.4841 -1.3755 7.4927
H3 1.0898 -0.2882 6.1476
H4 -0.1017 -1.4823 6.7024
H5 2.6148 -2.1879 5.4538
H6 1.3877 -3.3363 5.9415
H7 -0.1876 -2.4295 4.2863
H8 0.9695 -1.1876 3.8054
H9 2.5478 -3.0255 3.0613
H10 1.3156 -4.2173 3.5252
H11 1.2371 -3.9123 1.1488
H12 -0.2412 -3.3332 1.8350
H13 0.6814 -0.9039 1.5861
H14 2.0989 -1.6383 0.7807
H15 0.7038 -2.6473 -1.4839
H16 -2.1336 -1.9760 -1.3591
H17 -1.6857 -3.0811 -0.0394
H18 -1.8405 -1.1375 1.6025
H19 -2.2731 -0.0838 0.2910
H20 -4.3331 -1.4869 -0.1142
H21 -3.9052 -2.4894 1.2623
H22 -3.9841 -0.5114 2.7666
H23 -4.3816 0.5296 1.3941
H24 -6.5036 -0.7726 1.0551
H25 -6.1011 -1.7603 2.4610
H26 -7.6893 0.0645 3.0678
H27 -6.1515 0.2773 3.9300
H28 -6.5285 1.2904 2.5157
F1 -0.8710 2.7462 -7.0791
C13 -1.1339 2.2839 -5.8092
C14 -2.4467 1.9509 -5.4878
C15 -2.7094 1.5073 -4.1741
C16 -1.6793 1.3904 -3.2562
C17 -0.3326 1.6705 -3.5924
C18 0.7080 1.5239 -2.6029
C19 2.0439 1.8027 -2.9380
C20 3.0741 2.0671 -2.0482
C21 4.3818 2.5118 -2.4226
C22 4.7062 2.9954 -3.7265
C23 6.0263 3.3373 -4.0085
F2 6.3432 3.7400 -5.2849
C24 7.0595 3.2708 -3.0721
C25 6.7176 2.8896 -1.7651
C26 5.4188 2.5365 -1.4448
C27 -0.0759 2.1894 -4.9052
H29 -3.2357 2.0279 -6.2294
H30 -3.7321 1.2817 -3.8808
H31 -1.8879 1.0806 -2.2252
H32 0.4053 1.5883 -1.5325
H33 2.3207 1.8197 -4.0079
H34 2.9046 1.9331 -0.9767
H35 3.9396 3.0649 -4.4963
H36 8.0711 3.5425 -3.3452
H37 7.4997 2.8299 -1.0052
H38 5.1625 2.2150 -0.4311
H39 0.9034 2.5364 -5.2076

Values from the calculation:
E_LUMO = -6.04 eV
total charge = +1
Kohn-Sham gap = 6.21 eV
energy = -41936.3421 eV
energy above the lowest of the compared OMol25 structures with the same formula, charge and spin = 0.948 eV



Record 6
Entry from the Open Molecules 2025 dataset: C27H39GeIrN8O12S as an isolated structure at a distorted geometry (ωB97M-V with the def2-TZVPD basis set).

Cartesian coordinates (Å):
Ir1 -2.0960 -0.3056 -0.5136
N1 -3.6763 0.2868 0.9072
C1 -3.1719 0.7410 2.1850
C2 -3.8140 0.1112 3.4139
C3 -3.6530 -1.4056 3.6437
C4 -3.2929 -1.7320 5.0955
N2 -1.9359 -1.3576 5.4927
C5 -0.8630 -2.1488 5.5720
N3 -0.9790 -3.4715 5.6378
N4 0.3439 -1.5857 5.6740
C6 -1.6077 0.5800 2.1628
O1 -1.0235 0.6011 3.1964
O2 -1.1167 0.5570 0.9431
H1 -4.2409 0.9672 0.3998
H2 -4.1707 -0.6048 0.9783
H3 -3.2829 1.8247 2.2412
H4 -4.8752 0.3600 3.3309
H5 -3.4365 0.6621 4.2758
H6 -2.8982 -1.8235 2.9704
H7 -4.5930 -1.9219 3.4470
H8 -3.4533 -2.7920 5.2725
H9 -3.9745 -1.1951 5.7556
H10 -1.7244 -0.3720 5.4273
H11 -1.8703 -3.9247 5.7270
H12 -0.1549 -4.0458 5.6993
H13 0.4643 -0.6135 5.4404
H14 1.1665 -2.1655 5.6434
O3 1.2314 -2.6589 -6.4775
N5 0.0443 -2.6411 -6.2690
O4 -0.8295 -3.1910 -6.8921
C7 -0.3991 -1.8482 -5.0919
C8 0.5395 -1.1933 -4.3296
C9 0.1214 -0.4377 -3.2418
C10 -1.2453 -0.2438 -2.9695
O5 -1.7416 0.7152 -2.1727
C11 -2.1075 -1.0873 -3.6686
C12 -1.7322 -1.8552 -4.7481
N6 -3.4580 -1.1890 -3.1410
O6 -4.3593 -1.5090 -3.8282
O7 -3.6156 -0.9831 -1.8876
N7 1.1737 0.1485 -2.4171
O8 2.3036 0.1358 -2.7827
O9 0.8277 0.6566 -1.3135
H15 1.5906 -1.2757 -4.5787
H16 -2.4403 -2.4617 -5.3028
C13 1.1923 6.8154 -1.9296
C14 0.7572 5.3647 -1.7552
C15 0.7827 4.9090 -0.2986
C16 0.4842 3.4148 -0.0854
Ge1 1.9402 2.2665 -0.6794
C17 3.2871 1.7993 0.6239
C18 4.4499 2.8189 0.6030
C19 5.6221 2.4120 -0.2915
C20 5.3673 2.5724 -1.7897
H17 1.2706 7.0763 -2.9838
H18 2.1560 7.0049 -1.4536
H19 0.4684 7.5002 -1.4847
H20 1.4208 4.7268 -2.3477
H21 -0.2442 5.2166 -2.1711
H22 0.0151 5.4637 0.2476
H23 1.7220 5.2030 0.1795
H24 -0.3938 3.0950 -0.6564
H25 0.3277 3.1806 0.9698
H26 2.3781 2.7339 -2.0645
H27 3.6168 0.7740 0.4484
H28 2.7525 1.8072 1.5752
H29 4.8038 2.9209 1.6286
H30 4.0984 3.8122 0.2987
H31 5.9279 1.3886 -0.0614
H32 6.4625 3.0525 -0.0240
H33 4.6050 1.8737 -2.1452
H34 6.2680 2.3526 -2.3609
H35 5.0451 3.5873 -2.0326
O10 1.6518 -3.4879 2.3281
S1 1.1122 -2.7279 1.2571
O11 1.7828 -1.5409 0.8161
N8 -0.4703 -2.2635 1.6085
C21 -1.2088 -2.5098 0.6047
O12 -2.4422 -1.9618 0.4641
C22 -0.6382 -3.3900 -0.4468
C23 -1.2658 -3.9340 -1.5562
C24 -0.5215 -4.7889 -2.3689
C25 0.8023 -5.0950 -2.0623
C26 1.4338 -4.5393 -0.9466
C27 0.6869 -3.6856 -0.1660
H36 -2.3117 -3.7322 -1.7598
H37 -0.9827 -5.2341 -3.2420
H38 1.3495 -5.7878 -2.6890
H39 2.4644 -4.7705 -0.7075

Values from the calculation:
E_LUMO (alpha / beta) = -11.84 / -11.81 eV
spin multiplicity = 2
total charge = +3
Kohn-Sham gap (alpha / beta) = 5.01 / 5.03 eV
energy = -135276.3531 eV
⟨S²⟩ = 0.758



- Look up the energy of the third one.
  -63481.5284 eV



- Number 5 is which compound?
  C27H39F2Si